Entry 1:
Formula: C18H48Cr2N2O12
Source: OMol25
Level of theory: ωB97M-V/def2-TZVPD

Each line ends with the Löwdin charge.
Element x y z (Å)
Cr  0.86  0.29  -1.68  0.91
Cr  2.17  1.00  1.72  1.02
N  3.39  2.30  -0.01  -0.48
O  3.94  1.92  1.09  -0.03
O  2.14  2.04  -0.04  -0.14
O  3.98  2.92  -0.86  0.18
N  0.08  -0.86  0.91  -0.43
O  0.40  0.13  1.59  -0.09
O  0.81  -1.10  -0.21  -0.13
O  -0.78  -1.62  1.21  0.19
C  -1.05  0.27  4.84  -0.03
C  -0.40  -0.99  5.30  -0.54
C  -1.29  -2.12  5.73  -0.03
O  0.55  -1.43  4.38  -0.06
H  -0.32  0.75  4.12  0.07
H  -1.43  0.96  5.57  0.09
H  -1.93  -0.11  4.22  0.11
H  0.23  -0.79  6.19  0.14
H  -0.67  -3.00  5.96  0.09
H  -1.90  -2.51  4.92  0.09
H  -1.78  -1.80  6.66  0.10
H  0.83  -2.31  4.60  0.11
C  -3.57  0.96  -3.97  -0.03
C  -2.41  -0.02  -4.15  -0.35
C  -1.20  0.52  -4.93  -0.03
O  -1.98  -0.24  -2.71  -0.15
H  -3.88  1.50  -4.90  0.10
H  -3.38  1.69  -3.16  0.07
H  -4.45  0.35  -3.65  0.09
H  -2.72  -1.03  -4.52  0.15
H  -1.53  0.87  -5.88  0.08
H  -0.46  -0.23  -5.17  0.07
H  -0.79  1.39  -4.41  0.08
H  -2.62  -0.93  -2.33  0.08
C  -0.31  3.88  -1.14  -0.01
C  -0.90  2.56  -0.60  -0.41
C  -2.42  2.57  -0.42  -0.02
O  -0.60  1.47  -1.50  -0.22
H  -0.43  3.99  -2.21  0.09
H  0.77  3.98  -0.95  0.07
H  -0.78  4.74  -0.60  0.11
H  -0.45  2.35  0.35  0.11
H  -2.83  1.57  -0.33  0.09
H  -2.88  3.17  -1.25  0.11
H  -2.65  3.09  0.50  0.09
H  -1.35  0.85  -1.86  0.07
C  2.60  1.80  5.15  0.00
C  3.51  0.88  4.35  -0.37
C  4.28  -0.16  5.19  -0.02
O  2.59  0.13  3.39  -0.20
H  2.29  2.53  4.39  0.09
H  3.13  2.23  5.93  0.08
H  1.81  1.14  5.56  0.10
H  4.11  1.42  3.65  0.12
H  5.14  0.35  5.78  0.13
H  4.77  -0.86  4.51  0.08
H  3.59  -0.74  5.91  0.11
H  1.83  -0.23  3.86  0.05
C  -1.89  -3.89  -2.36  -0.05
C  -3.34  -3.63  -2.00  -0.47
C  -3.68  -3.93  -0.57  -0.05
O  -3.69  -2.25  -2.33  -0.10
H  -1.19  -3.28  -1.73  0.08
H  -1.62  -3.75  -3.44  0.09
H  -1.79  -5.00  -2.19  0.11
H  -4.05  -4.23  -2.60  0.15
H  -3.65  -5.00  -0.36  0.09
H  -4.72  -3.62  -0.38  0.10
H  -2.91  -3.46  0.05  0.08
H  -4.64  -2.13  -2.10  0.12
C  3.01  -0.50  -4.74  0.00
C  3.13  0.17  -3.34  -0.35
C  2.27  1.43  -3.33  -0.03
O  2.60  -0.65  -2.25  -0.11
H  2.08  -1.05  -4.95  0.10
H  3.83  -1.19  -4.96  0.09
H  3.20  0.29  -5.45  0.08
H  4.14  0.43  -3.08  0.15
H  2.38  1.87  -2.38  0.04
H  1.21  1.17  -3.42  0.05
H  2.42  2.05  -4.17  0.12
H  3.23  -1.34  -1.98  0.16

As for the charge: +2. As for the spin multiplicity: 9. As for the max |F|: 3.2 eV Å⁻¹. As for the LUMO energy (spin up / spin down): -0.2201 / -0.2137 Ha. The HOMO energy (spin up / spin down) is -0.5514 / -0.5515 hartree.

***

Entry 2:
Formula: C12H12F3N2O5OsS
Source: OMol25
Level of theory: ωB97M-V/def2-TZVPD

Each line ends with the natural charge from an NBO analysis.
Element x y z (Å)
Os  0.02  0.19  -0.71  1.29
O  1.57  -1.32  -0.25  -0.74
C  2.40  -1.22  0.96  -0.08
C  3.44  -0.12  0.81  -0.26
N  2.89  1.17  0.43  -0.44
C  2.21  2.00  1.39  -0.33
C  0.69  1.96  1.36  0.76
O  -0.05  2.86  1.58  -0.47
O  0.22  0.67  1.10  -0.64
C  3.24  1.65  -0.88  -0.32
C  2.60  0.71  -1.89  0.78
O  3.17  -0.19  -2.44  -0.56
O  1.26  0.89  -1.98  -0.68
H  2.13  -1.54  -1.02  0.53
H  2.87  -2.19  1.12  0.21
H  1.70  -1.02  1.76  0.21
H  4.14  -0.41  0.04  0.23
H  4.02  -0.06  1.74  0.22
H  2.49  3.04  1.27  0.25
H  2.52  1.71  2.40  0.24
H  4.32  1.62  -1.05  0.23
H  2.89  2.67  -1.02  0.24
F  -6.14  0.24  -0.66  -0.30
C  -5.05  0.11  -1.42  0.98
F  -4.67  1.33  -1.81  -0.31
F  -5.38  -0.59  -2.51  -0.30
C  -3.96  -0.59  -0.65  -0.18
C  -4.27  -1.65  0.21  -0.07
C  -3.28  -2.32  0.90  -0.24
C  -1.96  -1.92  0.72  0.11
N  -1.67  -0.92  -0.11  -0.47
C  -2.63  -0.26  -0.78  0.11
S  -1.75  0.97  -1.74  0.24
H  -5.31  -1.93  0.34  0.26
H  -3.51  -3.13  1.56  0.26
H  -1.14  -2.40  1.22  0.23

As for the charge: +1. As for the max |F|: 0.5 eV Å⁻¹. As for the LUMO energy (spin up / spin down): -0.2103 / -0.2120 Ha. The HOMO energy (spin up / spin down) is -0.4522 / -0.4548 hartree.

***

Entry 3:
Formula: C16H14N10OS2Tc
Source: OMol25
Level of theory: ωB97M-V/def2-TZVPD

Each line ends with the natural charge from an NBO analysis.
Element x y z (Å)
Tc  -0.23  0.57  -0.09  1.21
O  0.19  1.35  1.85  -0.68
C  1.21  0.68  2.63  -0.10
C  2.06  -0.17  1.72  0.22
C  3.21  -0.77  2.19  -0.22
C  3.96  -1.55  1.32  -0.08
C  3.54  -1.70  0.00  -0.22
C  2.39  -1.07  -0.40  0.07
N  1.65  -0.32  0.44  -0.51
H  0.17  2.30  2.03  0.55
H  0.71  0.05  3.37  0.24
H  1.82  1.42  3.15  0.24
H  3.51  -0.64  3.22  0.26
H  4.87  -2.03  1.67  0.26
H  4.10  -2.29  -0.71  0.27
H  2.01  -1.16  -1.41  0.24
S  -2.49  1.32  0.07  0.14
C  -2.54  -0.24  0.84  -0.09
N  -1.38  -0.86  0.84  -0.53
C  -1.43  -2.12  1.43  0.18
C  -0.40  -3.04  1.57  -0.25
C  -0.69  -4.24  2.18  -0.16
C  -1.97  -4.53  2.66  -0.18
C  -3.00  -3.62  2.52  -0.18
C  -2.72  -2.41  1.90  -0.24
S  -3.82  -1.09  1.58  0.59
H  0.59  -2.83  1.18  0.22
H  0.09  -4.98  2.29  0.24
H  -2.16  -5.48  3.13  0.25
H  -3.99  -3.84  2.89  0.25
N  -0.35  -0.22  -1.81  -0.65
C  -0.65  -1.01  -2.67  0.73
N  -0.78  -1.83  -3.55  -0.49
C  -1.76  -2.34  -4.29  0.38
N  -2.61  -2.79  -4.91  -0.24
N  1.67  5.54  -0.49  -0.57
N  1.23  4.32  -0.93  0.22
N  1.28  3.98  -2.20  -0.21
C  0.85  2.73  -2.17  0.19
N  0.57  2.36  -0.91  -0.35
N  0.82  3.40  -0.12  -0.05
H  1.87  6.12  -1.30  0.42
H  0.99  5.97  0.13  0.41
H  0.74  2.10  -3.04  0.26

As for the charge: +2. As for the spin multiplicity: 4. As for the max |F|: 0.2 eV Å⁻¹. As for the LUMO energy (spin up / spin down): -0.2375 / -0.3100 Ha. The HOMO energy (spin up / spin down) is -0.5328 / -0.5317 hartree.

***

Entry 4:
Formula: C6H11N
Source: OMol25
Level of theory: ωB97M-V/def2-TZVPD

Each line ends with the natural charge from an NBO analysis.
Element x y z (Å)
C  0.33  -1.59  2.10  -0.38
C  0.59  -0.38  1.61  -0.21
C  -0.02  0.10  0.31  0.12
C  -1.08  -0.46  -0.26  -0.25
C  -1.90  0.17  -1.36  -0.64
N  0.74  1.12  -0.29  -0.62
C  1.33  0.84  -1.58  -0.40
H  1.03  -1.89  2.87  0.19
H  -0.55  -2.20  1.98  0.21
H  1.03  0.48  2.11  0.20
H  -1.66  -1.24  0.22  0.20
H  -1.33  0.72  -2.10  0.21
H  -2.46  0.92  -0.81  0.22
H  -2.65  -0.42  -1.88  0.22
H  1.40  1.53  0.36  0.36
H  1.73  1.73  -2.06  0.20
H  0.56  0.41  -2.21  0.20
H  2.13  0.09  -1.56  0.17

As for the charge: 0. As for the max |F|: 2.9 eV Å⁻¹. As for the LUMO energy: 0.0379 Ha. The HOMO energy is -0.2842 hartree.

***

Entry 5:
Formula: C2H10NOS2
Source: OMol25
Level of theory: ωB97M-V/def2-TZVPD

Each line ends with the natural charge from an NBO analysis.
Element x y z (Å)
N  0.04  0.65  -0.68  -0.73
C  -0.02  -0.88  -0.93  -0.21
C  0.81  -1.57  0.15  -0.58
S  1.32  -0.76  1.71  0.15
S  2.67  0.73  1.11  -0.13
H  -0.85  1.00  -0.29  0.46
H  0.26  1.19  -1.51  0.43
H  0.85  0.92  -0.09  0.43
H  0.37  -0.91  -1.95  0.24
H  -1.08  -1.07  -0.89  0.23
H  0.03  -2.04  0.75  0.25
H  1.51  -2.34  -0.17  0.26
H  2.25  1.67  1.96  0.16
H  -3.06  0.49  0.06  0.49
H  -2.55  1.64  0.85  0.49
O  -2.56  1.30  -0.06  -0.94

As for the charge: +1. As for the max |F|: 2.9 eV Å⁻¹. As for the LUMO energy: -0.1234 Ha. The HOMO energy is -0.4711 hartree.

***

Entry 6:
Formula: C4H5N3
Source: OMol25
Level of theory: ωB97M-V/def2-TZVPD

Each line ends with the natural charge from an NBO analysis.
Element x y z (Å)
C  1.93  -0.23  0.03  -0.65
C  0.39  -0.22  -0.05  0.15
C  -0.31  1.06  -0.06  0.05
N  -1.65  1.02  0.03  -0.41
C  -2.26  -0.16  0.03  0.19
N  -1.66  -1.33  -0.03  -0.23
N  -0.28  -1.37  0.02  -0.20
H  2.36  0.25  0.92  0.23
H  2.34  -1.23  -0.09  0.25
H  2.27  0.49  -0.83  0.22
H  0.29  1.97  0.06  0.21
H  -3.41  -0.25  -0.02  0.20

As for the charge: 0. As for the max |F|: 3.2 eV Å⁻¹. As for the LUMO energy: -0.0077 Ha. The HOMO energy is -0.3485 hartree.